58
Properties=species:S:1:pos:R:3:forces:R:3 method="wB97M-V/def2-TZVPD" e_above_lowest_kj_mol=167.3 gap_ev=6.64 max_force_ev_per_a=1.40 charge=+1
Ti -1.2327 0.4905 -0.7788 0.1186 -0.9766 -1.0011
Te -1.2003 -1.9138 -1.9142 -0.0190 0.4970 0.0314
C 4.9103 1.8153 0.7881 -0.0705 -0.0198 -0.0605
N 3.8782 1.5242 -0.1948 -0.0025 -0.0213 0.0838
N 2.5777 1.2676 0.1502 0.0001 -0.0178 -0.0345
C 1.8622 1.1022 -0.9870 0.0170 0.0921 0.1547
O 0.6077 0.8501 -0.9255 -0.2659 0.0934 -0.1090
C 2.7290 1.2558 -2.0719 0.0095 -0.0063 0.0313
C 3.9747 1.5218 -1.5316 -0.0091 0.0109 -0.0929
C 5.2705 1.7925 -2.2097 -0.0209 -0.0049 -0.0160
C 2.1032 1.1365 1.4974 0.0512 0.0564 -0.0680
C 2.3172 -0.0526 2.1761 -0.0568 0.0025 0.0577
C 1.8287 -0.1786 3.4666 0.0099 -0.0310 -0.0232
C 1.1303 0.8697 4.0487 -0.0135 0.0216 0.0234
C 0.9175 2.0514 3.3519 0.0115 -0.0121 -0.0022
C 1.4106 2.1947 2.0639 -0.0030 -0.0352 0.0343
H 4.4560 1.8144 1.7738 0.0185 0.0076 0.0189
H 5.3363 2.7971 0.5909 0.0225 -0.0055 0.0097
H 5.6862 1.0529 0.7497 0.0178 0.0150 0.0142
H 2.4653 1.1830 -3.1114 0.0207 0.0007 -0.0052
H 5.1436 1.7170 -3.2861 0.0032 -0.0013 0.0016
H 6.0325 1.0760 -1.9006 0.0059 0.0085 0.0053
H 5.6308 2.7955 -1.9765 0.0076 -0.0051 0.0073
H 2.8336 -0.8732 1.6960 0.0171 0.0027 -0.0142
H 1.9753 -1.1027 4.0085 0.0000 -0.0010 -0.0075
H 0.7417 0.7621 5.0526 0.0017 0.0002 -0.0020
H 0.3654 2.8608 3.8100 -0.0005 0.0043 -0.0086
H 1.2478 3.1020 1.4960 0.0132 -0.0119 0.0063
Cl -1.9174 2.2536 0.8877 -0.1379 0.3256 0.6307
Si -1.5082 3.0540 -1.1073 0.0202 -0.3542 0.0824
Cl 0.0177 4.4108 -0.7921 0.0218 -0.0354 -0.0460
Cl -3.1614 4.1720 -1.5672 -0.0706 0.0163 -0.0353
Br -2.4830 1.0790 -3.9066 0.0426 -0.0127 0.0027
C -3.8296 0.8288 -2.6177 -0.1246 -0.0439 -0.0132
C -5.1576 0.8878 -3.0034 0.0759 -0.0031 -0.0076
C -6.1206 0.6671 -2.0370 -0.0160 -0.0020 0.0115
C -5.7257 0.3994 -0.7330 0.0173 -0.0025 0.0207
C -4.3806 0.3715 -0.4403 0.0147 0.0280 -0.0401
N -3.4360 0.5825 -1.3737 0.3859 0.1649 0.1069
H -5.4119 1.0986 -4.0310 -0.0097 -0.0031 0.0016
H -7.1688 0.7033 -2.3013 -0.0010 -0.0023 0.0077
H -6.4452 0.2184 0.0519 -0.0155 0.0048 -0.0141
H -4.0140 0.1734 0.5572 -0.0287 -0.0060 0.0157
C -2.9214 -3.5415 0.6911 -0.0291 -0.0080 0.0127
N -1.4864 -3.4868 0.8208 0.0064 0.0218 -0.1037
C -0.7577 -4.6355 0.3004 -0.0145 -0.0381 0.0200
C 0.6951 -4.1408 0.2552 0.0220 -0.0062 -0.0133
N 0.5853 -2.6963 0.5407 -0.0931 0.0253 -0.1192
C -0.7894 -2.3547 0.3921 0.0069 -0.0547 0.2525
S -1.2803 -0.8093 1.1497 -0.0292 0.2593 0.1045
H -3.2223 -3.6272 -0.3630 0.0046 0.0050 0.0010
H -3.3683 -2.6430 1.1124 0.0159 0.0041 0.0126
H -3.2942 -4.4046 1.2408 0.0029 -0.0030 -0.0109
H -1.1222 -4.8939 -0.7042 0.0047 0.0249 -0.0021
H -0.9010 -5.4998 0.9469 0.0100 0.0136 0.0153
H 1.1354 -4.3211 -0.7277 -0.0074 -0.0055 0.0027
H 1.3183 -4.6222 1.0069 -0.0073 0.0206 0.0140
H 1.1518 -2.1358 -0.0807 0.0482 0.0036 0.0555

---

49
Properties=species:S:1:pos:R:3:forces:R:3 method="wB97M-V/def2-TZVPD" e_above_lowest_kj_mol=1760.5 gap_ev=9.31 max_force_ev_per_a=16.78 charge=+1
C -4.1485 -0.9078 -1.7957 0.1267 -2.9175 -8.3751
H -4.5100 -0.3979 -1.0442 -1.5370 2.5490 3.8818
H -4.5343 -0.5238 -2.8327 -0.7986 -0.8874 2.2078
H -4.2331 -2.0176 -1.7634 -0.8320 0.8573 0.3338
O -2.8186 -0.6965 -2.1936 1.9475 0.3154 2.2597
C -1.9292 -1.2135 -1.2887 -1.7293 3.1601 -6.0895
C -0.6659 -1.0700 -1.6594 2.8742 6.7012 -9.7119
C 0.4887 -1.5130 -1.3333 -0.7277 -3.5479 4.9030
C 0.2648 -2.3800 -0.2399 2.2516 -2.1774 2.7495
C -0.9141 -2.5997 0.3691 -3.0631 1.8777 0.4430
C -2.1025 -1.6518 -0.1270 0.9627 -7.5305 5.4751
O -3.3237 -1.7061 0.4607 0.8663 -3.0270 -2.8557
C -3.1177 -1.0744 1.5534 -4.7276 8.0444 4.0571
C -3.1218 0.6262 1.2240 1.0424 -4.0732 -1.4157
C -2.0049 1.2455 0.7546 0.8783 -4.1799 4.0416
C -2.1172 2.5124 0.4904 9.4851 4.4398 -2.7590
C -3.2396 2.9729 0.1870 -8.2462 10.1982 -2.0900
C -4.4745 2.3921 0.5174 -1.5767 11.8200 -6.2961
C -4.2604 1.2731 0.8894 -5.9661 -13.9460 7.1772
H -5.3000 0.6767 1.3128 2.6743 1.0934 -1.3173
H -5.4458 2.8994 0.1793 1.5540 -0.9745 1.0643
H -3.4374 4.2285 -0.1152 1.2568 -3.8253 0.6119
H -1.1383 3.1904 0.2062 -2.4055 -1.8372 1.0230
Cl -0.4823 0.6536 1.3585 1.2355 -0.2153 -0.2218
H -2.2574 -0.9390 2.0342 3.9426 -1.6836 1.8756
H -3.9522 -1.0700 2.2460 -0.1045 -0.8449 0.1335
Cl -1.1787 -3.7402 1.7608 0.3666 1.6386 -1.7706
H 1.1770 -2.7782 0.2705 -0.8258 -0.3773 -0.5080
C 1.8263 -1.1299 -1.4374 3.9323 0.0486 -10.0536
H 2.6387 -1.9688 -1.5089 -1.8275 1.2903 0.0987
H 1.9437 -0.4534 -2.5518 -0.3563 -2.3030 2.4275
N 2.2784 -0.1748 -0.5907 0.4710 0.6461 9.5673
H 1.5333 0.5106 -0.2582 0.5060 -0.9461 -0.7716
H 2.4161 -0.8130 0.3803 -0.3819 2.3290 -2.1676
C 3.5146 0.5916 -0.6736 1.3482 3.4813 0.7300
C 4.8224 -0.0093 -0.4273 -8.9791 -11.6996 1.9786
H 4.7558 -1.1634 -1.1495 0.7362 3.2250 2.1648
H 5.6472 0.3404 -0.5849 8.5195 5.0088 -3.0624
C 4.8654 -0.3123 1.0766 -3.6670 -0.9994 2.4071
H 5.8068 -0.2937 1.4673 2.8362 0.0211 0.6406
H 4.4761 -1.3481 1.5611 0.4314 2.1348 -1.7295
C 4.0533 0.9634 1.8865 -0.1260 -3.3741 -10.4270
H 4.7897 1.4491 2.2574 3.9980 3.5406 3.3739
H 3.3298 0.4691 2.3435 -3.2778 -1.0662 2.7414
C 3.5555 1.7463 0.3727 12.6042 -5.8661 -1.3508
H 4.5346 2.3838 0.1359 -2.8895 -0.8251 0.3814
H 2.7980 2.0730 0.7011 -10.6709 5.8899 3.2433
H 3.6223 0.9580 -1.6328 -0.7425 1.1722 -2.3280
H -0.4304 -0.2098 -2.7886 -1.3892 -2.3585 3.3089

---

70
Properties=species:S:1:pos:R:3:forces:R:3 method="wB97M-V/def2-TZVPD" gap_ev=10.11 smiles="O=C1OC[C@@H](F)O1.O=C1OC[C@@H](F)O1.O=C1OC[C@@H](F)O1.O=C1OC[C@@H](F)O1.O=C1OC[C@@H](F)O1.O=S1(=O)CCCC1.ClC(Cl)Cl" max_force_ev_per_a=6.08 charge=0
O 2.4169 -1.9600 -3.6241 1.9901 4.3106 -3.7938
C 2.9156 -1.0299 -4.3172 -0.8235 -2.4612 3.0618
O 4.2448 -0.8739 -4.5953 -0.8941 0.4383 -0.3277
C 4.4337 0.5300 -4.9297 0.7830 0.2214 1.1271
C 3.0854 0.9652 -5.4357 1.9297 0.5066 3.0514
F 3.1421 0.7887 -6.7179 -1.0532 -0.6166 -3.8432
O 2.2406 0.0972 -4.7852 -1.3619 -1.3774 0.4467
H 4.7535 1.0233 -4.0118 -0.2466 0.0605 0.1056
H 5.1739 0.7781 -5.6905 0.1211 -0.9295 -0.0341
H 2.8801 2.0188 -5.2462 -0.5337 -0.1513 0.3469
O 0.9689 -4.4357 -2.2060 -5.3435 -1.2611 0.3102
C -0.2238 -4.8282 -2.1517 4.3433 2.2213 0.2455
O -0.5971 -6.0811 -2.3121 1.9094 -0.3394 -0.7531
C -1.9438 -6.2608 -2.0704 -0.3355 -1.5466 -0.7762
C -2.5170 -4.8882 -1.9584 1.7112 0.4265 0.7858
F -3.0757 -4.7810 -0.7457 -1.4117 0.4166 0.7020
O -1.3454 -4.0615 -1.8755 0.4026 -0.2433 -1.0619
H -2.3474 -6.7856 -2.9364 -0.2082 -0.2800 0.2664
H -1.9538 -6.8658 -1.1638 -0.9403 0.1500 0.0625
H -3.1758 -4.6121 -2.7817 -0.0980 0.4435 0.3605
O -0.3874 0.9476 4.5632 2.1599 3.7522 -0.5648
C 0.2550 2.0002 4.3729 -1.6797 -2.9088 0.9039
O 0.9415 2.6846 5.3185 -0.9554 -0.9247 0.0778
C 1.5175 3.8279 4.7550 0.2023 0.8971 -0.5597
C 1.2898 3.7054 3.2436 -2.2294 0.7580 3.3058
F 2.3821 3.3973 2.6787 3.7046 -1.5565 -2.6359
O 0.3531 2.6100 3.1771 0.1740 1.0430 -0.4686
H 1.0444 4.7762 5.0100 -0.2701 -0.2932 0.9022
H 2.5733 3.8631 5.0235 -0.0463 -0.0006 -0.1844
H 1.0104 4.6948 2.8813 -1.1667 -0.5216 -0.6577
O -2.2674 6.1880 -1.6077 1.0945 -3.5394 -0.2381
C -1.8619 5.0625 -1.9011 -0.0876 2.3302 1.6934
O -1.7386 4.6086 -3.1018 -1.1034 1.3336 -3.4810
C -1.3506 3.2777 -3.2219 1.3545 0.2212 -0.1693
C -0.7026 3.0624 -1.8511 -1.6864 0.2694 -0.8040
F 0.6133 3.3672 -1.8682 0.5028 0.0517 -0.1168
O -1.3604 4.0810 -1.0830 0.1862 -0.8146 1.3183
H -2.1917 2.6827 -3.5778 0.0037 -0.2968 0.7122
H -0.5642 3.2153 -3.9741 -0.0309 0.0294 -0.1027
H -0.8125 2.0072 -1.6009 -0.2158 0.3982 1.2772
O -2.5569 1.6193 0.9779 -1.4461 -0.8121 2.4922
C -2.9410 1.2699 2.0743 1.7392 0.0199 -0.1617
O -3.3014 2.1089 3.1258 0.7498 -0.0086 -3.1263
C -3.6718 1.3718 4.2196 -0.3698 -1.0813 1.5336
C -3.1968 -0.0729 3.9159 0.0144 0.7121 0.3352
F -4.2332 -0.9119 4.0523 -1.0660 -0.8868 0.2719
O -2.8542 -0.0624 2.5589 -0.0251 2.2831 -0.7206
H -3.2762 1.8034 5.1390 0.4892 -0.1256 -0.1803
H -4.7533 1.4055 4.3507 -0.1731 -0.3326 -0.2221
H -2.3904 -0.4551 4.5418 0.1607 0.1899 -0.2632
O 3.7906 -0.7543 0.7678 -0.7621 0.2127 -1.7560
S 2.7581 -0.2826 -0.1709 -0.8402 0.1518 0.4803
O 3.0511 0.3248 -1.5039 -0.1845 -1.3614 2.3121
C 1.2998 -1.5039 -0.2947 -0.2512 1.2493 -1.2668
C 0.0443 -0.6646 0.1093 0.9021 0.3168 -1.0852
C 0.4685 0.2251 1.2328 0.2800 -0.3602 0.7354
C 1.7747 0.8915 0.7784 -0.2449 0.9883 0.4658
H 1.4579 -2.4498 0.2233 0.2143 0.3269 -0.0749
H 1.1909 -1.5755 -1.3769 0.4777 -0.9707 0.0228
H -0.1138 0.0144 -0.7286 -0.2527 -0.0732 -0.4096
H -0.8925 -1.2120 0.2140 0.3015 -0.2855 0.3617
H 0.6379 -0.4575 2.0656 0.2944 0.3000 0.4790
H -0.2831 0.9496 1.5462 0.1929 -0.0687 -0.2322
H 2.3504 1.2896 1.6139 0.2573 -0.4872 -0.0908
H 1.6023 1.7664 0.1514 -0.2655 -0.1281 -0.3251
Cl -0.7506 -5.7769 3.8982 -0.3163 -0.2218 0.0299
C -0.8575 -4.7348 2.4894 0.5067 -0.4458 -0.6242
Cl 0.7326 -4.6587 1.7204 0.2680 -0.0896 -0.2444
Cl -1.3751 -3.1507 2.9073 -0.4673 1.0044 0.2948
H -1.5303 -5.1138 1.7200 -0.0342 -0.2329 0.4786

---

54
Properties=species:S:1:pos:R:3:forces:R:3 method="wB97M-V/def2-TZVPD" multiplicity=6 gap_ev="5.56 / 6.64" max_force_ev_per_a=5.28 s_squared=8.82 charge=+1
C -1.6232 3.3206 -2.3269 0.0738 -1.0752 0.4932
C -1.4580 2.0040 -1.8940 -0.1269 0.5144 -0.1189
C -0.1915 1.3728 -2.0822 0.6587 -0.5344 0.9510
C 0.9542 2.1946 -2.2991 -0.4487 -0.0153 0.1335
C 0.7496 3.5411 -2.7278 -0.1231 0.3526 0.2238
C -0.5202 4.0740 -2.7682 0.9089 -0.0252 -0.4724
C 2.1926 1.6592 -1.9340 0.5087 0.3981 -2.6861
C 2.4047 0.2719 -2.0113 -0.1821 -0.9886 0.3674
C 1.2795 -0.5682 -1.7615 -0.7166 1.2867 -0.9413
C 1.4114 -1.9890 -1.7230 0.2466 -0.4635 0.1876
C 2.6204 -2.5503 -2.1117 -0.6966 0.3380 0.5073
C 3.7153 -1.7367 -2.4519 0.2256 0.6720 -0.2319
C 3.6228 -0.3598 -2.3869 0.2529 0.0727 0.3237
H -2.6111 3.7841 -2.2667 0.3432 -0.1287 0.1219
H 1.6301 4.1214 -3.0071 -0.3240 -0.0024 0.1525
H -0.6676 5.0985 -3.0956 0.0358 -0.1628 0.0001
H 3.0631 2.3105 -2.0260 -0.1169 -0.0719 0.3224
H 2.7166 -3.6371 -2.1240 0.0096 0.3125 0.0217
H 4.6487 -2.2059 -2.7567 -0.2065 0.1654 0.0059
H 4.4588 0.2837 -2.6634 -0.0818 -0.2964 0.1678
N 0.0130 0.0659 -1.6227 0.1529 0.2458 -4.5948
Fe 0.0859 -0.1451 0.1199 2.0177 1.2565 3.5371
C -2.4397 1.3491 -0.9606 0.4350 -0.2053 -0.0718
H -2.7543 0.3590 -1.3265 0.0115 0.2523 0.2179
H -3.3203 1.9758 -0.7645 0.2173 -0.1831 -0.1923
C 0.3092 -2.8302 -1.1256 -0.2867 -0.1562 0.2071
H -0.6397 -2.7306 -1.6728 0.2222 -0.0526 0.0514
H 0.5871 -3.8905 -1.0588 -0.0411 0.2395 -0.3014
P -1.5555 1.0694 0.6923 -4.9753 1.6901 0.5092
P -0.0169 -2.2438 0.6220 0.1968 -3.6752 0.2318
C 1.2797 -3.0152 1.6195 0.1031 -0.0689 0.0066
H 1.1507 -2.6824 2.6614 0.1148 -0.1661 -0.2693
H 1.1842 -4.1070 1.5476 0.0630 0.2461 0.1163
H 2.2644 -2.7099 1.2453 -0.1521 -0.0253 0.1744
C -1.5177 -3.1066 1.1506 -0.1909 -0.0410 -0.0280
H -1.3181 -4.1867 1.1865 -0.1140 0.2838 0.0186
H -1.7893 -2.7438 2.1513 0.0401 -0.1608 -0.2205
H -2.3335 -2.9043 0.4460 0.1231 -0.1006 0.2195
C -1.7372 2.6181 1.5859 0.4595 0.4105 0.0839
H -2.7881 2.9416 1.5544 0.3286 -0.1659 0.0093
H -1.4180 2.4505 2.6242 -0.1034 0.0927 -0.2919
H -1.0960 3.3697 1.1187 -0.0949 0.0590 0.1654
C -2.8775 0.0846 1.4998 -0.0259 -0.2832 0.2706
H -2.5461 -0.1635 2.5155 -0.1643 0.0949 -0.2447
H -3.7979 0.6791 1.5518 0.1605 -0.0975 -0.0505
H -3.0802 -0.8418 0.9544 -0.0045 0.1960 0.0226
C 0.9874 0.0799 2.0417 3.5422 0.7503 1.2774
O 2.0238 0.1885 2.5488 -2.4415 -0.3590 -0.9552
H 0.5156 1.6502 0.1332 0.3181 -0.3491 0.6333
O 0.0617 -1.7028 4.4718 -0.1270 0.6547 -0.1384
Cl -0.3392 -0.3343 4.7285 -0.6217 0.5621 0.3757
O -1.6363 -0.2728 5.3560 0.9655 -0.1580 -0.4979
O 0.6586 0.3900 5.4630 -0.5832 -0.5716 -0.6532
O -0.5156 0.3505 3.3594 0.2138 -0.5630 0.8523